No. 1
Computed, not measured: a molecular structure, C27H26N9O8P2Sn at a distorted geometry, with ωB97M-V with the def2-TZVPD basis set.

Structure (XYZ):
```
73
Properties=species:S:1:pos:R:3:forces:R:3
Sn 0.4900 -0.2928 0.3303 -0.41 0.28 -0.56
O -2.8317 1.2942 -2.2426 0.09 -0.17 0.25
C -2.2006 1.1176 -3.4266 0.06 -0.13 -0.43
C -2.4912 1.9852 -4.4783 -0.15 -0.04 0.14
C -1.8140 1.8752 -5.6755 -0.02 -0.03 0.06
C -0.8494 0.8909 -5.8458 0.06 -0.07 -0.15
C -0.5795 0.0058 -4.8211 -0.03 0.06 0.04
C -1.2486 0.0973 -3.6043 -0.20 0.44 0.00
C -0.8853 -0.7460 -2.4564 0.14 -0.89 0.02
O -1.4686 -0.5694 -1.3434 -0.13 0.42 0.33
N 0.0116 -1.7078 -2.6579 0.16 0.05 -1.16
N 0.5368 -2.1515 -1.5334 0.10 -0.28 0.81
C 1.2211 -3.2409 -1.4916 -0.45 0.37 -0.92
C 1.7662 -3.6754 -0.2364 0.38 -0.51 0.78
C 2.3887 -4.9301 -0.1228 -0.15 0.28 -0.15
C 2.8107 -5.3679 1.1143 -0.05 0.17 0.21
C 2.6188 -4.5412 2.2151 0.06 -0.10 -0.08
C 2.0350 -3.3010 2.0043 0.14 -0.13 0.42
N 1.6108 -2.8782 0.8320 0.04 0.04 -0.49
H -2.4225 0.5662 -1.6471 -0.12 0.12 -0.04
H -3.2341 2.7545 -4.3221 -0.04 0.06 0.04
H -2.0271 2.5726 -6.4747 -0.01 0.02 -0.04
H -0.3021 0.8294 -6.7743 0.05 -0.04 -0.07
H 0.1725 -0.7606 -4.9195 0.09 -0.04 -0.02
H 1.3658 -3.8775 -2.3675 -0.07 0.18 -0.04
H 2.5174 -5.5430 -1.0034 -0.01 -0.02 -0.08
H 3.2813 -6.3363 1.2269 0.00 -0.01 -0.01
H 2.9199 -4.8436 3.2055 0.05 0.03 0.09
H 1.8893 -2.6110 2.8242 0.02 0.06 0.19
N 1.4805 4.8673 -1.2536 0.58 0.35 0.02
C 0.7498 3.6618 -1.6579 0.00 -0.70 0.32
C 0.0845 3.8742 -2.9974 -0.08 0.06 -0.21
P -0.5029 3.3541 -0.3427 -0.91 0.60 0.43
O -1.9625 3.5332 -0.9563 0.37 0.11 -0.07
O -0.3950 4.6468 0.5771 -0.20 -0.16 0.09
O -0.4251 2.1322 0.4850 0.32 -0.56 -0.08
P 1.9339 2.2303 -1.7722 0.19 -0.09 -0.09
O 2.7806 2.4790 -0.4183 -0.11 0.11 -0.29
O 2.7720 2.4405 -2.9659 0.10 0.23 -0.21
O 1.1614 0.9341 -1.6211 -0.14 -0.33 0.50
H 0.2162 5.2608 0.1377 0.34 0.29 -0.24
H 1.9089 5.2653 -2.0876 -0.09 -0.04 0.14
H 2.2575 4.5541 -0.6688 -0.06 0.22 -0.02
H -0.6259 4.7014 -2.9639 -0.07 -0.02 0.00
H -0.4330 2.9675 -3.2981 -0.06 0.03 -0.13
H 0.8498 4.0830 -3.7457 0.06 -0.07 0.01
H -2.2993 2.7185 -1.3871 -0.16 -0.12 -0.12
H 2.6211 1.7552 0.2152 0.19 0.00 0.37
C -1.6266 -4.4102 2.1287 -0.01 0.00 0.08
C -1.9695 -4.1183 3.4391 -0.02 -0.01 -0.13
C -2.0294 -2.7929 3.8304 0.00 0.05 -0.02
C -1.6921 -1.8078 2.9048 -0.14 -0.48 0.25
N -1.3513 -2.0947 1.6564 -0.03 0.37 -0.02
C -1.3418 -3.3556 1.2757 -0.06 -0.42 -0.12
C -1.6998 -0.3803 3.2659 -0.43 0.34 0.36
C -2.8038 0.1843 3.8982 0.15 -0.07 -0.09
C -2.7814 1.5415 4.1725 0.15 0.03 -0.02
C -1.6545 2.2694 3.8287 -0.05 -0.06 0.05
C -0.5940 1.6069 3.2231 -0.06 0.42 0.16
N -0.6201 0.3187 2.9404 0.16 -0.33 -0.04
H -1.5732 -5.4290 1.7770 0.00 -0.07 -0.06
H -2.1896 -4.9117 4.1401 -0.02 -0.02 0.04
H -2.3115 -2.5210 4.8369 0.04 0.05 0.07
H -1.0937 -3.5151 0.2387 0.09 -0.14 -0.21
H -3.6646 -0.4258 4.1303 -0.05 -0.03 0.02
H -3.6316 2.0182 4.6416 -0.02 0.04 0.00
H -1.5994 3.3318 4.0079 0.05 0.08 0.01
H 0.3050 2.1300 2.9346 0.06 0.11 -0.02
N 4.5843 -0.8037 5.3813 0.14 -0.37 0.49
C 4.2619 -0.2460 4.4214 -0.04 -0.57 0.60
N 3.9800 0.4544 3.3876 0.80 1.02 0.00
C 3.1673 0.3949 2.4497 -0.82 0.01 -1.09
N 2.4756 0.4881 1.5027 0.24 -0.01 0.13
```
Positions in Å, forces in eV/Å.

Computed properties:
charge = -1
2S+1 = 1
energy above the lowest of the compared OMol25 structures with the same formula, charge and spin = 17.11 kcal per mole

These are the Löwdin partial charges, in e, on atoms 1 to 4: number 1, Sn, carries 1.463; number 2, O, carries 0.009; number 3, C, carries -0.274; number 4, C, carries -0.036


No. 2
Computed, not measured: a molecular structure, C27H27B3F4O5S at a distorted geometry, with ωB97M-V with the def2-TZVPD basis set.

Structure (XYZ):
```
67
Properties=species:S:1:pos:R:3:forces:R:3
O 3.1663 0.1295 -2.3292 -1.25 0.79 -0.62
C 2.2374 0.7469 -2.7993 1.18 -1.07 0.78
O 0.9916 0.1376 -2.9506 0.11 0.57 -0.13
C 2.3423 2.1668 -3.2810 -0.45 -0.33 -0.94
C 1.2372 2.5660 -4.2699 -0.13 0.03 0.48
B -0.0680 3.0240 -3.5546 -0.31 1.26 -0.69
O -0.0665 3.6424 -2.3094 0.63 -0.99 0.13
B -0.6677 2.7567 -1.4363 -0.16 1.07 0.51
O -1.8447 2.1444 -1.8173 0.67 -0.75 0.05
B -1.9132 1.8603 -3.1685 -0.57 -0.04 -0.60
S -2.7531 0.3366 -3.7907 -1.05 -0.15 0.11
O -1.3323 2.7269 -4.0631 0.60 -0.82 0.13
H 0.5017 0.2243 -2.1288 -0.09 -0.36 0.39
H 3.2840 2.2394 -3.7999 0.57 0.09 0.25
H 2.3376 2.8042 -2.4087 0.21 0.27 0.28
H 1.6148 3.3277 -4.9407 0.05 0.34 -0.15
H 0.9703 1.7196 -4.8854 -0.01 -0.22 -0.36
H -0.0993 2.5081 -0.4230 -0.32 -0.04 0.21
H -1.7405 -0.5218 -3.9464 0.41 0.35 0.07
F 8.0235 0.4661 1.4885 0.01 0.01 0.01
C 7.1320 -0.4822 1.1310 -0.14 -0.12 -0.07
C 6.9978 -1.6053 1.9204 0.14 -0.04 0.25
C 6.0775 -2.5761 1.5547 -0.06 0.06 -0.12
C 5.3149 -2.4152 0.4060 -0.01 -0.03 0.01
C 5.4684 -1.2791 -0.3777 0.05 -0.11 0.09
C 6.3811 -0.3003 -0.0123 0.02 0.15 -0.10
H 7.6064 -1.7148 2.8086 0.00 0.04 0.00
H 5.9570 -3.4586 2.1682 0.02 -0.01 0.02
H 4.6001 -3.1753 0.1212 -0.01 -0.01 -0.01
H 4.8778 -1.1525 -1.2717 -0.04 0.05 -0.02
H 6.5111 0.5959 -0.6042 0.02 0.00 0.00
F -4.8079 -2.5283 -3.7499 0.03 -0.03 -0.01
C -6.0162 -2.0629 -3.3793 -0.12 0.09 0.05
C -6.5703 -1.0095 -4.0777 0.09 0.10 -0.15
C -7.8154 -0.5349 -3.6936 -0.02 -0.08 0.09
C -8.4826 -1.1106 -2.6213 -0.08 -0.01 -0.03
C -7.9041 -2.1666 -1.9313 -0.03 0.02 -0.14
C -6.6613 -2.6520 -2.3109 0.06 -0.14 0.12
H -6.0299 -0.5713 -4.9060 0.03 -0.02 0.00
H -8.2655 0.2865 -4.2336 0.01 0.03 -0.01
H -9.4523 -0.7353 -2.3238 -0.01 0.01 0.01
H -8.4205 -2.6144 -1.0931 0.00 -0.03 0.01
H -6.1953 -3.4780 -1.7907 0.03 0.01 -0.01
F -4.6760 4.1313 0.9144 0.01 0.02 0.00
C -5.3130 2.9871 0.5858 -0.12 -0.17 -0.04
C -6.5123 2.6886 1.1992 -0.09 0.13 0.14
C -7.1636 1.5133 0.8543 0.11 -0.03 -0.09
C -6.6087 0.6552 -0.0854 -0.06 -0.06 0.05
C -5.3991 0.9746 -0.6862 -0.07 0.01 0.04
C -4.7445 2.1518 -0.3533 0.10 0.06 -0.10
H -6.9245 3.3677 1.9335 0.02 0.02 -0.01
H -8.1077 1.2677 1.3212 -0.02 0.01 0.03
H -7.1179 -0.2608 -0.3510 0.04 0.05 0.01
H -4.9619 0.3061 -1.4173 0.02 0.01 -0.02
H -3.8075 2.4205 -0.8175 -0.03 0.00 0.09
F 4.4524 -3.6960 6.5087 -0.01 -0.02 0.00
C 5.3489 -2.7028 6.6710 0.13 0.12 0.03
C 6.2996 -2.8139 7.6651 0.02 -0.15 0.12
C 7.2224 -1.7908 7.8242 -0.05 0.06 -0.09
C 7.1789 -0.6748 6.9998 0.05 0.04 0.02
C 6.2114 -0.5821 6.0094 0.07 -0.06 0.09
C 5.2906 -1.6048 5.8381 -0.17 0.04 -0.20
H 6.3124 -3.6889 8.3008 -0.02 -0.01 -0.02
H 7.9775 -1.8659 8.5943 0.00 -0.01 0.03
H 7.8989 0.1215 7.1297 0.01 0.01 0.00
H 6.1729 0.2873 5.3675 -0.01 0.00 -0.04
H 4.5338 -1.5548 5.0665 -0.01 -0.03 0.01
```
Positions in Å, forces in eV/Å.

Computed properties:
2S+1 = 1
electronic energy = -62415.5821 eV

These are the Löwdin partial charges, in e, on atoms 1 to 4: number 1, O, carries 0.129; number 2, C, carries -0.436; number 3, O, carries 0.071; number 4, C, carries -0.080